Record 1
C5H37N2O13 | ωB97M-V/def2-TZVPD

Cartesian coordinates (Å):
C  -1.075  0.075  -0.094
N  0.072  0.033  0.796
C  0.702  1.311  1.105
C  -1.804  -1.214  -0.387
C  -2.810  -0.844  -1.475
N  -0.840  -2.328  -0.644
C  -1.413  -3.464  -1.400
O  -1.151  -3.298  -2.781
H  -0.747  0.470  -1.067
H  -1.671  0.930  0.211
H  0.750  -0.633  0.466
H  -0.054  2.095  1.043
H  1.546  1.531  0.461
H  0.995  1.229  2.148
H  -2.245  -1.573  0.551
H  -3.609  -0.223  -1.069
H  -3.384  -1.637  -1.969
H  -2.220  -0.347  -2.249
H  -0.029  -1.930  -1.109
H  -2.491  -3.486  -1.251
H  -0.941  -4.291  -0.872
H  1.474  -2.388  0.327
H  2.683  -2.149  -0.380
O  2.398  -2.583  0.450
H  3.932  1.340  -0.576
H  3.296  -0.062  -1.094
O  3.822  0.401  -0.370
H  2.890  4.157  -0.613
H  2.331  3.603  -1.942
O  3.148  3.987  -1.526
H  -0.640  -2.342  3.523
H  -1.379  -2.803  2.288
O  -1.549  -2.611  3.223
H  3.148  -1.360  1.705
H  2.912  0.056  1.017
O  2.844  -0.456  1.878
H  0.384  -0.778  3.667
H  1.686  -1.015  2.989
O  1.064  -1.486  3.579
H  -3.737  2.764  0.179
H  -2.640  2.198  -0.673
O  -3.622  2.366  -0.698
H  -1.618  2.918  2.219
H  -2.794  1.897  2.481
O  -2.537  2.748  2.171
H  -1.536  -2.469  -3.033
H  1.915  -1.039  -2.695
O  2.074  -0.536  -1.861
H  0.687  2.675  -2.722
H  0.037  4.114  -2.947
O  0.419  3.525  -2.259
H  -1.167  -0.045  2.737
H  -1.686  -0.698  3.971
O  -1.411  0.194  3.655
H  1.761  0.567  -2.395
H  2.379  1.572  -3.381
O  1.453  1.334  -3.305

Summary:
Electronic energy (eV): -35385.093
Energy above the lowest of the compared OMol25 structures with the same formula, charge and spin (kJ/mol): 285.9
Charge: -1
Highest occupied orbital energy (eV): -6.2
M (g mol⁻¹): 333.35
LUMO level (eV): 2.7
Orbital gap (Eh): 0.3283

Löwdin atomic charge list, values in e, 6 entries:
1. C -0.221
2. N -0.090
3. C -0.092
4. C -0.365
5. C -0.058
6. N -0.010

***

Record 2
CH7PSi | ωB97M-V/def2-TZVPD

Cartesian coordinates (Å):
C  1.188  -0.285  -1.038
Si  0.226  -0.061  0.581
P  -2.034  -0.038  0.352
H  0.984  0.509  -1.855
H  2.215  -0.223  -0.817
H  0.782  -1.326  -1.467
H  0.311  -1.305  1.192
H  0.922  0.946  1.443
H  -2.385  1.243  -0.012
H  -2.208  0.542  1.621

Summary:
Electronic energy (eV): -18315.760
Structure (SMILES): C[SiH2]P
Energy above the lowest of the compared OMol25 structures with the same formula, charge and spin (kJ/mol): 44.0
Highest occupied orbital energy (eV): -9.5
M (g mol⁻¹): 78.13
LUMO level (eV): 1.0
Orbital gap (Eh): 0.3861

Löwdin atomic charge list, values in e, 6 entries:
1. C -0.338
2. Si 0.324
3. P 0.509
4. H 0.043
5. H -0.026
6. H 0.067